ORCA calculation (ωB97M-V/def2-TZVPD) on C21H39N2O2P3Pd as an isolated structure in a non-equilibrium geometry.

Its spin multiplicity is 5. The largest force on an atom comes out at 9.67 eV/A. The orbital gap (alpha / beta) comes out at 0.16102 / 0.22376 Ha. The expectation value of S² is 6.02. The HOMO energy (alpha / beta) is -0.604 / -0.742 hartree. As for the total charge: +4.

Last column: Löwdin spin population.
Atoms and positions in Å:
P1 3.80611 -0.27046 0.43357  0.06
C1 4.72038 -0.44674 1.95500  0.02
H1 5.79058 -0.51045 1.69561  0.00
H2 4.40735 -1.37001 2.46828  0.00
H3 4.56015 0.42097 2.61864  0.00
C2 3.77376 -1.73456 -0.61466  0.02
H4 2.95865 -1.67756 -1.35895  0.00
H5 3.65619 -2.65171 -0.01367  0.00
H6 4.73957 -1.78994 -1.14836  0.00
C3 4.33769 1.13819 -0.54452  0.00
H7 5.38337 0.98434 -0.84157  0.00
H8 4.25146 2.06544 0.04008  0.00
H9 3.71665 1.22853 -1.44766  0.00
P2 -1.14967 3.18743 -0.68868  0.38
C4 -0.99136 3.39890 1.12111  0.06
H10 -1.08387 4.45831 1.40274  0.02
H11 -0.01727 3.00758 1.45440  0.00
H12 -1.78123 2.81574 1.61935  0.00
C5 0.00711 4.38844 -1.42918  0.04
H13 -0.03101 4.31762 -2.52410  0.00
H14 1.02784 4.14273 -1.10762  0.00
H15 -0.23684 5.41394 -1.12770  0.01
C6 -2.80379 3.78614 -1.17621  0.06
H16 -2.87613 4.87940 -1.12822  0.01
H17 -3.56069 3.33627 -0.52083  0.00
H18 -3.01550 3.46219 -2.20513  0.00
P3 -3.11581 -2.09226 0.27255  0.12
C7 -3.85680 -2.28815 1.88620  0.04
H19 -4.59358 -3.10792 1.87044  0.01
H20 -4.36719 -1.35466 2.17819  0.00
H21 -3.08428 -2.52271 2.63881  0.00
C8 -4.24069 -1.78990 -1.08729  0.00
H22 -4.99888 -2.58381 -1.16444  0.00
H23 -3.69996 -1.72466 -2.04403  0.00
H24 -4.74753 -0.82953 -0.91456  0.00
C9 -1.95974 -3.39501 -0.16314  0.01
H25 -2.50361 -4.30433 -0.46433  0.00
H26 -1.31303 -3.62583 0.69740  0.00
H27 -1.32430 -3.06730 -1.00218  0.00
Pd1 -0.43931 0.54601 -2.08517  0.91
C10 2.06490 0.22245 0.90061  0.38
O1 1.56223 1.28531 0.51063  0.36
C11 -2.02100 -0.60008 0.31791  0.48
O2 -1.37749 0.13057 0.99055  0.33
C12 -1.55586 0.22878 -3.83212  0.10
C13 -1.01232 -0.97207 -3.38844  0.08
C14 0.36036 -1.05442 -3.14912  0.03
C15 1.17139 0.06780 -3.30623  0.09
C16 0.61494 1.28311 -3.69974  0.09
C17 -0.75519 1.35841 -3.96124  0.07
H28 -2.63123 0.31330 -3.98058  0.01
H29 -1.65402 -1.83257 -3.21171  0.01
H30 0.80247 -1.98787 -2.80935  0.00
H31 2.22632 -0.00250 -3.06290  0.01
H32 1.23223 2.17285 -3.73090  0.01
H33 -1.22715 2.31313 -4.17690  0.00
C18 -0.14547 -1.23545 5.01108  0.00
N1 0.46171 -1.26869 3.68764  0.03
C19 0.81224 -2.43030 2.99588  0.01
C20 1.39159 -2.06132 1.83589  0.03
N2 1.35581 -0.65030 1.79169  0.03
C21 0.77945 -0.20295 2.95515  0.07
H34 -0.84256 -2.07648 5.10821  0.00
H35 0.60623 -1.31712 5.81079  0.00
H36 -0.69814 -0.29671 5.13396  0.00
H37 0.64121 -3.40625 3.41585  0.00
H38 1.76066 -2.63959 1.01919  0.00
H39 0.73186 0.81831 3.27405  0.00